{
  "formula": "C9H11O3",
  "method": "ωB97M-V/def2-TZVPD",
  "charge": -1,
  "homo_energy_ev": -3.953,
  "gap_ev": 7.121,
  "spin_multiplicity": 1,
  "largest_force_ev_per_a": 4.34,
  "lumo_ev": 3.2,
  "de_lowest_kcal_mol": 76.6,
  "elements": ["C", "C", "C", "C", "C", "C", "C", "O", "H", "H", "H", "H", "H", "H", "H", "H", "C", "C", "O", "O", "H", "H", "H"],
  "xyz": [[2.423, -1.138, -0.277], [0.121, 0.871, 2.653], [1.313, 0.420, 3.154], [-0.518, 0.522, 1.484], [2.052, -0.252, 2.100], [0.237, -0.458, 0.712], [1.610, -0.667, 0.879], [-0.498, 1.924, 3.436], [-1.492, 2.091, 3.236], [1.439, 0.575, 4.203], [-1.537, 0.980, 1.207], [3.070, -0.343, 2.334], [-0.288, -0.950, -0.171], [2.052, -0.609, -1.340], [2.112, -2.132, -0.713], [3.600, -1.082, -0.255], [-1.842, -0.304, -4.543], [-1.588, -0.329, -2.986], [-1.373, 0.863, -2.510], [-1.437, -1.456, -2.529], [-1.436, 0.514, -5.028], [-2.782, -0.572, -4.856], [-1.131, -1.109, -4.853]],
  "atomic_forces_ev_per_a": [[0.60, -0.25, -4.29], [-2.71, 2.97, 1.50], [-0.63, -1.17, -3.44], [0.98, -2.12, -1.44], [0.65, 0.88, 2.87], [-3.13, 1.09, -1.68], [-1.42, 0.75, 0.38], [-1.62, -0.52, -0.35], [2.74, -0.92, 0.09], [1.16, 0.15, 0.22], [1.85, -1.20, 0.23], [1.58, -0.58, 0.21], [0.70, 1.01, 0.88], [1.15, -0.41, 2.98], [0.51, 0.36, 1.31], [-2.49, -0.02, 0.37], [2.98, -2.30, 1.60], [0.86, 3.81, -1.54], [-0.64, -2.60, 0.08], [-0.15, -0.78, 1.48], [0.20, 2.22, -0.67], [-2.42, -0.50, -0.67], [-0.75, 0.12, -0.11]]
}